1.
Computed, not measured: a cluster of 7 separate species, C50H75F9N9O5S in total in a non-equilibrium geometry, with the ωB97M-V functional and the def2-TZVPD basis.

```
149
Properties=species:S:1:pos:R:3:forces:R:3
C 4.73007 -1.73423 0.09030 -0.44 0.31 0.06
C 3.41835 -2.14540 -0.57919 0.49 0.32 0.29
C 2.25654 -1.46705 0.16131 1.17 -0.96 -0.23
N 1.14915 -0.96894 -0.69112 -1.50 0.57 0.30
C 0.68935 -1.95201 -1.72689 0.53 -0.92 -0.34
O 0.82322 -3.24157 -1.25416 -0.06 0.21 0.14
C -0.23213 -4.14189 -1.58891 0.26 -0.45 0.03
C -0.02047 -0.57504 0.21824 -1.24 0.12 -0.72
C -0.76769 -1.63773 1.00229 0.16 -0.02 0.66
C -2.28813 -1.39298 1.02536 -0.10 -0.24 -0.59
N -3.00248 -2.57576 0.52261 0.36 0.20 0.39
C 0.37834 0.73248 0.86130 0.63 0.38 -0.11
C -0.67012 1.43011 1.71674 0.14 -0.45 0.39
C -0.61610 0.96987 3.18297 0.14 0.70 -0.33
C 0.49565 1.68593 3.96521 -0.35 -0.30 0.31
C -0.00545 2.35549 5.24300 0.80 0.34 -0.06
C 1.16134 2.53006 6.22332 -0.34 -0.60 0.26
N 1.40965 1.33158 7.03648 0.17 0.33 -0.22
C 0.99822 1.45102 -0.37043 -0.02 -1.01 0.87
S 0.31814 2.94392 -1.08975 1.83 1.02 -1.39
O 0.63853 2.88200 -2.49049 -0.57 -0.64 -0.08
O 0.87347 4.06582 -0.40292 -0.65 -0.24 0.87
C -1.55423 2.93244 -1.07275 -0.51 -0.37 -0.37
F -1.94285 3.31884 -2.30582 0.29 -0.09 0.67
F -1.91975 1.62659 -0.93839 0.15 0.41 -0.16
C -2.30648 3.80568 -0.00910 -0.64 -0.19 0.04
F -1.49525 4.39393 0.87594 0.06 -0.07 -0.22
F -3.12989 2.98118 0.68260 0.04 0.09 -0.10
C -3.23926 4.89754 -0.62342 -0.40 0.49 0.76
F -3.78865 5.50423 0.46044 0.16 -0.24 -0.41
F -4.24004 4.34024 -1.32592 0.64 0.11 0.14
C -2.48417 5.99845 -1.45159 -0.32 0.49 -0.81
F -2.91947 5.97771 -2.72561 0.46 0.13 0.94
F -1.15656 5.78254 -1.43490 -0.68 0.15 0.00
F -2.72886 7.21849 -0.92846 0.42 -1.02 -0.45
C 1.37227 0.34533 -1.41044 0.86 1.90 0.52
C 2.78456 0.65225 -1.89828 0.33 -0.87 -0.80
C 3.14200 0.09089 -3.29188 0.02 0.78 0.00
C 3.58098 1.21580 -4.23839 -0.07 -0.51 -0.10
C 4.24810 0.64895 -5.49129 -0.66 0.19 0.26
O 3.44411 1.01986 -6.62632 0.32 0.50 -0.26
C 4.07803 0.92842 -7.80826 1.43 -0.89 -0.39
C 3.44898 1.70137 -8.91682 -0.30 0.00 0.07
O 5.10382 0.27419 -7.95525 -1.13 0.74 0.46
H 5.59612 -1.97852 -0.50740 0.21 -0.27 -0.01
H 4.78462 -2.18654 1.07288 0.30 -0.21 0.18
H 4.74028 -0.66263 0.27280 0.17 0.25 -0.06
H 3.35267 -3.22188 -0.50948 -0.36 -0.22 -0.22
H 3.44627 -1.86829 -1.62429 -0.11 -0.05 -0.24
H 2.67805 -0.66880 0.75544 -0.28 0.54 -0.05
H 1.85469 -2.18836 0.85904 -0.47 -0.04 0.08
H 1.33215 -1.81395 -2.59198 0.17 0.12 -0.10
H -0.33063 -1.72936 -2.02832 -0.22 0.34 0.22
H 0.22372 -5.10209 -1.78800 0.15 -0.18 -0.06
H -0.88649 -4.28828 -0.73814 -0.28 0.14 0.10
H -0.76970 -3.84975 -2.48515 -0.14 0.23 -0.08
H -0.74220 -0.22627 -0.52160 -0.11 -0.19 -0.21
H -0.42366 -1.63756 2.02821 0.27 -0.19 0.19
H -0.61189 -2.64834 0.64396 0.26 -0.06 -0.27
H -2.62687 -1.19606 2.03425 -0.09 0.03 0.22
H -2.55906 -0.53142 0.41278 0.14 0.32 0.09
H -3.99317 -2.39384 0.59739 -0.21 -0.28 -0.13
H -2.77140 -2.73096 -0.44971 -0.21 0.13 -0.23
H 1.23458 0.67473 1.52925 0.08 -0.65 0.22
H -1.68132 1.30053 1.35844 -0.05 0.10 -0.31
H -0.39195 2.47743 1.75238 -0.32 0.35 -0.23
H -1.57693 1.23059 3.61665 -0.17 -0.08 0.20
H -0.50338 -0.10425 3.26207 -0.07 -0.21 0.07
H 1.27364 0.97627 4.23792 0.18 -0.20 0.00
H 0.98020 2.45823 3.37115 0.10 0.04 -0.26
H -0.79036 1.76511 5.70225 -0.21 -0.09 0.17
H -0.40296 3.33880 5.00651 -0.31 0.12 -0.13
H 0.98052 3.34791 6.90822 -0.04 0.24 0.12
H 2.06898 2.75356 5.67017 0.19 0.20 -0.05
H 1.66567 0.55634 6.44026 -0.07 -0.20 -0.01
H 0.53946 1.07332 7.47908 -0.05 -0.18 0.25
H 1.95146 1.82234 -0.01698 0.10 0.73 -0.03
H 0.72664 0.48240 -2.27150 -0.46 -0.74 -0.06
H 2.88971 1.72431 -1.97778 -0.29 0.35 0.12
H 3.54465 0.34217 -1.18927 -0.03 -0.02 0.34
H 2.28273 -0.37832 -3.76409 -0.08 -0.33 -0.01
H 3.95388 -0.62345 -3.23055 0.05 -0.32 0.07
H 2.71249 1.79281 -4.53351 -0.18 0.20 -0.05
H 4.24522 1.89532 -3.71773 0.26 0.12 0.08
H 5.24683 1.04703 -5.59762 0.27 -0.09 -0.26
H 4.27014 -0.43186 -5.45063 0.30 -0.29 -0.01
H 2.52953 1.21745 -9.22823 -0.21 -0.09 -0.03
H 4.12460 1.73559 -9.75605 0.20 -0.09 -0.17
H 3.20298 2.71067 -8.61150 -0.07 0.15 0.18
N -4.60978 2.32804 4.15174 0.04 -0.07 0.02
C -5.69606 1.54591 3.86016 0.06 -0.03 -0.03
C -6.10361 0.94565 5.02066 0.00 -0.01 0.00
C -5.23400 1.38608 6.05579 0.00 -0.04 -0.03
C -4.32514 2.23687 5.48916 0.10 0.02 -0.05
H -4.10518 2.88626 3.48979 -0.04 0.10 -0.01
H -6.08542 1.48798 2.85826 -0.04 0.01 0.00
H -6.93606 0.27027 5.12008 -0.02 0.00 0.01
H -5.27478 1.11035 7.09564 -0.01 0.01 0.01
H -3.50586 2.78687 5.92000 -0.02 0.03 0.02
N -2.11952 -5.35181 1.32281 0.16 0.03 -0.21
C -1.63568 -5.54583 2.58754 0.00 0.03 -0.02
C -1.52335 -6.89557 2.79688 0.07 0.02 0.01
C -1.95382 -7.54302 1.60902 0.10 -0.03 -0.06
C -2.31097 -6.56549 0.71916 0.04 0.05 0.00
H -2.30423 -4.44580 0.90464 -0.30 -0.15 0.40
H -1.41800 -4.71038 3.23173 -0.03 -0.01 0.04
H -1.17729 -7.36646 3.70142 -0.01 -0.01 0.01
H -2.00015 -8.60396 1.43101 -0.02 -0.01 0.00
H -2.69016 -6.63160 -0.28696 -0.05 -0.04 0.01
N 4.36662 0.31552 4.78556 0.07 -0.02 -0.08
C 4.46107 0.91825 3.56290 -0.24 0.01 -0.12
C 5.73481 0.73990 3.09961 0.08 -0.05 -0.14
C 6.44385 -0.00058 4.08366 -0.11 -0.02 0.06
C 5.57306 -0.24115 5.11517 -0.06 -0.03 -0.06
H 3.53628 0.30265 5.34592 0.09 0.01 0.21
H 3.61385 1.42581 3.12992 0.03 0.07 0.03
H 6.11397 1.10180 2.15799 0.06 0.03 0.03
H 7.47052 -0.32030 4.03961 0.02 0.02 0.02
H 5.70572 -0.76374 6.04612 0.03 0.01 0.02
N -6.41388 -9.74275 3.41921 0.03 0.05 -0.03
C -7.21806 -8.64578 3.55602 -0.01 -0.03 0.01
C -6.42728 -7.53240 3.45698 0.01 -0.01 -0.01
C -5.09218 -7.97606 3.24881 -0.06 0.06 0.02
C -5.11824 -9.34433 3.22952 -0.02 -0.04 0.01
H -6.72592 -10.69439 3.45438 -0.02 -0.04 0.00
H -8.27764 -8.75106 3.71195 -0.01 0.01 0.01
H -6.76728 -6.51280 3.52588 -0.01 0.01 0.01
H -4.21643 -7.36241 3.12827 0.02 0.01 -0.01
H -4.33041 -10.06588 3.09852 0.02 0.00 0.01
N -4.43514 9.60193 -0.58102 -0.02 0.00 0.00
C -4.71214 10.02395 0.69105 0.03 -0.02 0.00
C -5.74870 10.91525 0.62201 0.00 -0.01 0.01
C -6.11346 11.03474 -0.74620 -0.01 -0.01 -0.01
C -5.28595 10.21243 -1.46204 0.03 -0.02 -0.01
H -3.71818 8.94605 -0.82851 -0.13 0.19 0.01
H -4.15033 9.65565 1.53215 0.00 0.02 0.02
H -6.19654 11.42541 1.45771 -0.01 0.01 0.01
H -6.89331 11.65365 -1.15595 -0.01 0.01 0.00
H -5.22983 10.01027 -2.51777 -0.01 0.02 -0.01
N 6.22289 -2.33528 -9.08944 0.03 0.00 -0.03
C 6.84760 -2.71833 -10.24218 -0.01 0.01 0.05
C 6.82222 -4.08705 -10.30373 0.00 -0.01 -0.03
C 6.15158 -4.54817 -9.14005 -0.02 -0.02 0.02
C 5.79402 -3.44246 -8.41355 0.01 0.05 0.00
H 6.09641 -1.38582 -8.78217 -0.08 0.04 0.01
H 7.25605 -1.98788 -10.91881 0.02 -0.01 -0.02
H 7.23683 -4.68988 -11.09367 0.00 -0.01 -0.01
H 5.95476 -5.57176 -8.86899 0.00 -0.01 0.00
H 5.27253 -3.35008 -7.47630 0.00 -0.01 0.01
```
Forces are in eV/Å.

M = 1085.3 g mol⁻¹
E_LUMO = -2.45 eV
Max |F| = 2.52 eV Å⁻¹
E_HOMO = -9.26 eV
Energy above the lowest of the compared OMol25 structures with the same formula, charge and spin = 45.8 kJ/mol
Charge = +1

Löwdin atomic charge list, values in e, 4 entries: C -0.07; C -0.20; C -0.08; N -0.08



2.
Computed, not measured: a cluster of 6 separate species, C15H42O6 in total in a non-equilibrium geometry, with the ωB97M-V functional and the def2-TZVPD basis.

```
63
Properties=species:S:1:pos:R:3:forces:R:3
C -1.90095 1.80071 3.26007 -1.22 0.74 -0.70
C -0.90777 1.08071 2.35030 -0.39 -1.57 1.42
C -1.03452 -0.48234 2.47796 -0.46 1.27 -0.79
O -1.14602 1.43114 0.97845 -0.17 0.52 1.22
H -1.84964 2.87570 3.08729 0.26 0.11 -0.07
H -1.84979 1.68887 4.34311 0.71 -0.51 -0.11
H -2.93525 1.56816 3.00663 -0.10 -0.35 -0.20
H 0.04281 1.42751 2.75555 0.65 -0.05 -0.71
H -1.32867 -0.85287 3.45993 0.28 0.17 0.03
H -0.18358 -1.01200 2.04963 0.17 0.11 0.26
H -1.85781 -0.64828 1.78315 -0.25 -0.53 0.16
H -0.83665 0.72898 0.40150 0.53 -0.46 -0.25
C 2.81064 0.04771 1.24250 -1.54 -1.10 2.53
C 3.69726 0.23442 0.10703 1.94 1.79 0.56
C 4.95083 -0.59116 0.08966 0.32 -1.68 0.78
O 3.00631 -0.08012 -1.04648 -0.67 -0.09 -1.58
H 3.25732 0.06854 2.23656 0.63 0.07 -0.10
H 2.33284 -0.92981 1.17710 -0.07 -0.21 -0.02
H 1.99735 0.76533 1.35062 0.00 0.21 -0.60
H 4.00207 1.27862 0.17649 -0.04 0.48 -0.83
H 5.38022 -0.75754 -0.89829 0.09 0.68 -0.21
H 4.61556 -1.59351 0.35608 0.12 -0.42 0.27
H 5.76098 -0.35764 0.78047 -0.23 0.38 0.00
H 3.56190 -0.76050 -1.43378 -0.51 -0.08 -0.71
C -1.79800 -0.03854 -3.29742 0.23 0.08 0.00
C -3.26626 -0.33978 -3.53997 0.50 -0.70 0.09
C -3.75658 -1.45951 -2.62163 0.24 -0.26 -0.50
O -4.05854 0.81357 -3.30188 0.07 -0.07 -0.44
H -1.70950 0.24234 -2.24795 0.39 0.26 0.00
H -1.40649 0.72693 -3.96741 -0.31 0.40 0.23
H -1.11025 -0.86791 -3.46252 -0.33 -0.43 0.12
H -3.38727 -0.65364 -4.57677 -0.33 0.26 -0.10
H -3.88406 -1.06109 -1.61509 -0.24 -0.08 0.08
H -3.04329 -2.28116 -2.55678 0.18 0.00 -0.05
H -4.67339 -1.88572 -3.02897 -0.23 0.18 0.38
H -3.91998 0.99239 -2.36892 -0.16 0.38 0.19
C -1.68726 -3.47843 0.55878 -0.20 0.15 -0.92
C -0.33280 -4.02156 0.01972 -1.99 -0.23 -0.79
C -0.28761 -3.89737 -1.51735 0.88 0.27 -0.06
O 0.77824 -3.39111 0.60935 0.35 0.63 -0.23
H -2.52944 -4.08950 0.23413 0.23 -1.05 0.67
H -2.09443 -2.60777 0.04471 1.01 0.89 0.08
H -1.67621 -3.28393 1.63123 -0.18 -0.27 0.00
H -0.31695 -5.08119 0.27477 0.19 -0.20 0.01
H 0.72812 -3.99929 -1.89945 0.27 -0.42 0.28
H -0.53594 -2.90742 -1.90002 -0.53 0.13 0.35
H -0.87698 -4.64540 -2.04764 -0.21 0.02 0.33
H 0.56330 -3.22680 1.53044 0.07 0.00 0.19
C 2.01932 4.18282 1.48238 -0.10 0.47 0.24
C 0.78622 4.31394 0.59583 0.22 -0.95 -0.80
C 0.85435 3.39630 -0.61833 0.02 -0.62 -0.22
O -0.37063 4.01650 1.33683 -0.23 1.10 0.53
H 1.92716 4.99371 2.20492 0.49 0.08 0.09
H 2.95777 4.22670 0.92968 0.00 0.34 -0.06
H 2.06160 3.27025 2.07695 -0.38 -0.29 -0.21
H 0.70435 5.33373 0.21975 -0.07 0.21 0.29
H 1.62686 3.63404 -1.34963 0.21 0.19 0.22
H -0.07961 3.32779 -1.17610 -0.19 0.34 0.15
H 1.02935 2.38115 -0.26206 0.21 -0.18 -0.04
H -0.55989 3.07627 1.29498 -0.01 -0.29 -0.52
O 0.24986 -0.67163 -0.59940 -0.89 0.37 -0.02
H 0.36067 -1.58384 -0.33135 0.13 -0.44 0.29
H 1.12877 -0.38649 -0.84932 0.66 0.23 -0.20
```
Forces are in eV/Å.

M = 318.5 g mol⁻¹
E_LUMO = 0.51 eV
Max |F| = 3.16 eV Å⁻¹
E_HOMO = -9.52 eV
Energy above the lowest of the compared OMol25 structures with the same formula, charge and spin = 144.9 kJ/mol
Charge = 0
SMILES = CC(C)O.CC(C)O.CC(C)O.CC(C)O.CC(C)O.O

natural (NBO) atomic charge list, values in e, 4 entries: C -0.64; C 0.09; C -0.65; O -0.76



3.
Computed, not measured: an isolated molecule of C7H7NO4 in a non-equilibrium geometry, with the ωB97M-V functional and the def2-TZVPD basis.

```
19
Properties=species:S:1:pos:R:3:forces:R:3
O -2.48879 -1.60966 -0.02697 1.45 3.33 2.33
C -1.85462 -0.64689 0.58513 3.15 -7.46 -10.44
N -2.29028 -0.11038 1.59056 2.96 3.71 6.11
O -1.88928 1.15167 1.90359 -6.59 0.49 -12.72
C -0.48946 -0.30424 0.02876 -0.62 -1.18 4.10
C -0.30251 0.14995 -1.20983 -2.28 2.27 -4.85
C 0.92271 0.51775 -1.69081 -0.88 -0.58 -0.46
O 1.15970 0.98632 -2.98502 -3.71 1.13 -1.18
C 2.01764 0.30462 -0.80857 4.14 6.97 -14.86
C 1.94381 -0.10083 0.32309 -6.07 -5.43 11.76
O 2.93407 -0.29066 1.20037 0.32 0.08 0.06
C 0.56602 -0.51319 0.84709 3.63 2.75 -4.72
H -3.18004 -0.27412 1.59773 -7.10 -0.62 1.42
H -1.51885 1.23670 2.61628 6.31 0.31 12.49
H -1.25389 0.34382 -1.82365 1.60 -0.40 0.66
H 0.19887 1.30000 -3.56054 4.21 -1.69 3.17
H 3.04929 0.83348 -1.45796 -2.57 -1.94 2.55
H 3.60682 -0.07848 0.57463 2.39 0.11 0.26
H 0.58254 -0.93308 1.73479 -0.35 -1.85 4.32
```
Forces are in eV/Å.

M = 169.1 g mol⁻¹
E_LUMO = 0.43 eV
Max |F| = 16.93 eV Å⁻¹
E_HOMO = -8.49 eV
Energy above the lowest of the compared OMol25 structures with the same formula, charge and spin = 568.1 kJ/mol
Charge = 0
SMILES = O=C(NO)c1cc(O)cc(O)c1

natural (NBO) atomic charge list, values in e, 4 entries: O -0.65; C 0.63; N -0.28; O -0.51



- Which of these has the highest E_LUMO?
  C15H42O6